Record 1
C22H23F6N2PSeW | ωB97M-V with the def2-TZVPD basis set

Calculated values
⟨S²⟩: 0.81
Energy, eV: -118907.7393
Max |F|, hartree/bohr: 0.06612
Energy above the lowest of the compared OMol25 structures with the same formula, charge and spin, eV: 0.472
Charge: +3
HOMO-LUMO gap (alpha / beta), eV: 4.9 / 4.7
Spin multiplicity: 2

Each line ends with the natural charge from an NBO analysis.
Atoms and positions in Å:
W (0.5564, 0.4363, 1.3457)  1.603
Se (1.4479, 2.7894, 1.6124)  0.494
C (-0.1786, 3.5325, 2.2339)  -0.243
C (-0.2932, 4.9286, 2.3666)  -0.185
C (-1.4417, 5.4807, 2.8956)  -0.168
C (-2.4775, 4.6553, 3.3217)  -0.140
C (-2.3840, 3.2662, 3.1680)  -0.124
C (-1.2516, 2.7056, 2.6218)  -0.231
H (0.5282, 5.5550, 2.0502)  0.248
H (-1.5341, 6.5524, 2.9880)  0.262
H (-3.3559, 5.0857, 3.7804)  0.257
H (-3.2058, 2.6440, 3.4867)  0.240
H (-1.1858, 1.6036, 2.5272)  0.160
N (-0.7717, 0.9956, 0.0507)  -0.606
C (-1.3946, 1.3282, -0.9107)  0.669
C (-1.6999, 1.5886, -2.2284)  -0.298
C (-0.6046, 1.3727, -3.1149)  -0.057
C (-0.7623, 1.6303, -4.4528)  -0.216
C (-1.9899, 2.0720, -4.9485)  -0.059
C (-3.0654, 2.2759, -4.0863)  -0.196
C (-2.9334, 2.0438, -2.7335)  -0.083
H (0.3324, 1.0135, -2.7081)  0.215
H (0.0701, 1.4824, -5.1239)  0.257
H (-2.1096, 2.2439, -6.0076)  0.262
H (-4.0155, 2.6029, -4.4810)  0.266
H (-3.7701, 2.1904, -2.0669)  0.252
F (-0.2356, -1.0088, 2.5785)  -0.574
P (1.1537, -0.9092, 4.0100)  2.661
F (-0.0046, -1.3081, 4.9304)  -0.498
F (0.6169, 0.6636, 3.9123)  -0.535
F (2.2880, -0.6456, 4.9825)  -0.492
F (1.4816, -2.3328, 3.4609)  -0.514
F (2.1081, -0.3266, 2.6450)  -0.543
C (0.0588, -5.1952, -0.6210)  -0.426
N (-0.3377, -3.7923, -0.8790)  -0.335
C (0.0169, -3.4065, -2.2624)  -0.428
C (0.1562, -2.8201, 0.1628)  -0.241
C (1.4840, -2.1483, -0.1481)  -0.067
C (2.6193, -2.8804, -0.4826)  -0.176
C (3.8063, -2.2428, -0.7979)  -0.132
C (3.8922, -0.8598, -0.7801)  -0.170
C (2.7895, -0.1286, -0.3658)  -0.153
C (1.5694, -0.7485, -0.0507)  -0.348
H (-0.3479, -5.8415, -1.3984)  0.259
H (-0.3170, -5.5320, 0.3442)  0.251
H (1.1398, -5.3002, -0.6363)  0.232
H (-1.3620, -3.7847, -0.8172)  0.446
H (1.0676, -3.6241, -2.4510)  0.246
H (-0.1599, -2.3429, -2.4213)  0.226
H (-0.5797, -3.9789, -2.9747)  0.259
H (0.2372, -3.3683, 1.1067)  0.261
H (-0.6119, -2.0275, 0.2703)  0.211
H (2.6021, -3.9576, -0.4773)  0.232
H (4.6711, -2.8305, -1.0558)  0.263
H (4.8144, -0.3683, -1.0444)  0.266
H (2.8733, 0.9708, -0.3259)  0.240


Record 2
C22H23MoN3O6S2 | ωB97M-V with the def2-TZVPD basis set

Calculated values
Energy, eV: -63469.5556
Max |F|, hartree/bohr: 0.05885
Energy above the lowest of the compared OMol25 structures with the same formula, charge and spin, eV: 1.676
HOMO-LUMO gap (alpha / beta), eV: 7.0 / 6.9

Each line ends with the natural charge from an NBO analysis.
Atoms and positions in Å:
Mo (0.2212, -0.1496, -0.8998)  1.358
O (-1.9803, 0.1207, 0.7419)  -0.712
C (-2.6248, 1.3728, 0.9460)  -0.070
C (-1.6218, 2.5112, 0.8474)  -0.240
N (-0.8765, 2.4078, -0.3967)  -0.448
C (0.3940, 3.1130, -0.3441)  -0.332
C (1.3156, 2.2607, 0.5379)  0.804
O (1.9734, 2.6787, 1.4489)  -0.552
O (1.2297, 1.0009, 0.1550)  -0.688
C (-1.6545, 2.6022, -1.6208)  -0.334
C (-1.4144, 1.3562, -2.4977)  0.777
O (-2.3283, 0.7764, -3.0455)  -0.607
O (-0.1539, 1.0069, -2.5113)  -0.710
H (-1.5426, -0.1470, 1.5572)  0.484
H (-3.1250, 1.4032, 1.9167)  0.184
H (-3.3863, 1.4467, 0.1708)  0.193
H (-0.9069, 2.4214, 1.6701)  0.209
H (-2.1323, 3.4787, 0.9550)  0.191
H (0.3151, 4.1310, 0.0467)  0.206
H (0.8219, 3.1259, -1.3467)  0.245
H (-1.3333, 3.4900, -2.1721)  0.215
H (-2.7172, 2.6952, -1.4125)  0.215
C (0.1941, -3.4861, 1.9746)  -0.674
C (-0.2858, -2.5942, 0.8661)  0.322
N (0.5226, -1.6232, 0.4663)  -0.314
N (1.8149, -1.7308, 0.9452)  -0.380
C (2.7244, -1.4365, 0.0884)  -0.051
S (2.3993, -0.9954, -1.5823)  0.033
S (4.4131, -1.5435, 0.5742)  0.274
C (4.4080, -3.2698, 1.2450)  -0.541
C (4.4923, -4.2485, 0.1125)  0.051
C (5.7333, -4.6390, -0.3829)  -0.236
C (5.8186, -5.4857, -1.4760)  -0.200
C (4.6624, -5.9433, -2.0918)  -0.219
C (3.4225, -5.5471, -1.6142)  -0.189
C (3.3375, -4.7054, -0.5156)  -0.245
C (-1.5235, -2.8357, 0.1778)  -0.187
C (-2.4534, -3.7991, 0.6322)  -0.150
C (-3.6142, -4.0625, -0.0461)  -0.237
C (-3.9058, -3.3900, -1.2390)  -0.177
C (-3.0178, -2.4701, -1.7368)  -0.203
C (-1.8360, -2.1830, -1.0483)  0.357
O (-1.0014, -1.2951, -1.5473)  -0.564
H (0.7688, -2.8991, 2.6868)  0.256
H (-0.6308, -3.9709, 2.4859)  0.220
H (0.8582, -4.2616, 1.5865)  0.243
H (5.2800, -3.3206, 1.8941)  0.233
H (3.5024, -3.3693, 1.8365)  0.239
H (6.6341, -4.2617, 0.0874)  0.210
H (6.7890, -5.7786, -1.8559)  0.214
H (4.7279, -6.6030, -2.9474)  0.214
H (2.5198, -5.8837, -2.1079)  0.213
H (2.3686, -4.3854, -0.1492)  0.204
H (-2.2529, -4.3437, 1.5426)  0.211
H (-4.3094, -4.7986, 0.3350)  0.219
H (-4.8244, -3.5968, -1.7711)  0.221
H (-3.1980, -1.9182, -2.6507)  0.246


Record 3
C22H23MoN3SSi | ωB97M-V with the def2-TZVPD basis set

Calculated values
⟨S²⟩: 2.05
Energy, eV: -48212.9181
Max |F|, hartree/bohr: 0.01381
Energy above the lowest of the compared OMol25 structures with the same formula, charge and spin, eV: 0.064
Charge: +2
HOMO-LUMO gap (alpha / beta), eV: 6.4 / 7.2
Spin multiplicity: 3

Each line ends with the natural charge from an NBO analysis.
Atoms and positions in Å:
Mo (-0.4167, -0.0510, 0.3269)  1.533
S (-1.6864, 4.1067, -0.5863)  0.592
C (-2.1023, 3.2843, -2.0619)  -0.247
C (-2.7642, 3.7905, -3.1767)  -0.173
C (-2.9858, 2.9285, -4.2307)  -0.171
C (-2.5563, 1.5952, -4.1828)  -0.161
C (-1.8969, 1.0967, -3.0790)  -0.247
C (-1.6753, 1.9584, -2.0089)  0.188
N (-1.0230, 1.6479, -0.8136)  -0.622
C (-0.9604, 2.6962, 0.0101)  0.074
C (-0.3766, 2.5581, 1.3521)  -0.035
C (-0.1043, 3.6557, 2.1591)  -0.186
C (0.4190, 3.4574, 3.4283)  -0.139
C (0.6754, 2.1741, 3.8998)  -0.166
C (0.4146, 1.0702, 3.1014)  -0.170
C (-0.1071, 1.2509, 1.8236)  -0.295
H (-3.0926, 4.8198, -3.2171)  0.250
H (-3.4967, 3.2893, -5.1124)  0.250
H (-2.7396, 0.9501, -5.0309)  0.245
H (-1.5515, 0.0699, -3.0549)  0.221
H (-0.2945, 4.6629, 1.8084)  0.242
H (0.6272, 4.3119, 4.0576)  0.251
H (1.0801, 2.0378, 4.8935)  0.249
H (0.6114, 0.0738, 3.4782)  0.230
C (3.2739, -1.1567, 0.4073)  -0.660
C (2.1831, -1.9741, 1.0145)  0.307
C (2.4221, -3.1115, 1.7764)  -0.250
C (1.3623, -3.8237, 2.3162)  -0.067
C (0.0447, -3.4147, 2.1239)  -0.270
C (-0.1312, -2.2995, 1.3413)  0.375
N (0.9077, -1.6241, 0.7856)  -0.543
N (-1.2922, -1.5469, 1.0682)  -0.807
Si (-3.0503, -2.0729, 1.1126)  1.762
C (-3.1112, -3.6384, 0.1304)  -1.141
C (-3.8791, -0.6261, 0.2938)  -1.153
C (-3.5190, -2.2708, 2.8897)  -1.138
H (3.7688, -1.7219, -0.3843)  0.267
H (4.0290, -0.9128, 1.1537)  0.262
H (2.8899, -0.2310, -0.0190)  0.222
H (3.4405, -3.4334, 1.9434)  0.258
H (1.5622, -4.7046, 2.9124)  0.256
H (-0.7895, -3.9336, 2.5710)  0.256
H (-2.7105, -3.5176, -0.8773)  0.254
H (-4.1527, -3.9553, 0.0322)  0.277
H (-2.5742, -4.4532, 0.6195)  0.257
H (-3.5848, -0.4961, -0.7517)  0.244
H (-3.6973, 0.3068, 0.8355)  0.247
H (-4.9609, -0.7806, 0.2969)  0.285
H (-2.9723, -3.0807, 3.3747)  0.252
H (-4.5814, -2.5129, 2.9665)  0.276
H (-3.3472, -1.3535, 3.4554)  0.259


Record 4
C22H23N3O4S | ωB97M-V with the def2-TZVPD basis set

Calculated values
Energy, eV: -46681.9583
Max |F|, hartree/bohr: 0.01567
Energy above the lowest of the compared OMol25 structures with the same formula, charge and spin, eV: 2.762
SMILES: COc1ccc(C(=O)NN(C)c2nc(-c3ccccc3)cc(C)c2S(C)(=O)=O)cc1
HOMO-LUMO gap, eV: 8.5

Each line ends with the natural charge from an NBO analysis.
Atoms and positions in Å:
C (7.6498, 0.4069, -0.9769)  -0.253
O (6.8989, 1.2702, -0.1568)  -0.488
C (5.5441, 1.2470, -0.2546)  0.313
C (4.8193, 0.4398, -1.1262)  -0.272
C (3.4399, 0.5052, -1.1324)  -0.125
C (2.7550, 1.3558, -0.2728)  -0.192
C (1.2776, 1.3315, -0.3221)  0.665
O (0.6387, 0.9547, -1.2852)  -0.614
N (0.6608, 1.8018, 0.8141)  -0.477
N (-0.7200, 1.6590, 0.9435)  -0.252
C (-1.4548, 2.8734, 0.6486)  -0.404
C (-1.2908, 0.4657, 0.6045)  0.449
N (-2.5229, 0.5218, 0.1147)  -0.495
C (-3.1050, -0.5714, -0.3621)  0.237
C (-4.4852, -0.4168, -0.8375)  -0.003
C (-5.3703, -1.4922, -0.8714)  -0.212
C (-6.6654, -1.3174, -1.3229)  -0.212
C (-7.0943, -0.0706, -1.7471)  -0.205
C (-6.2231, 1.0064, -1.7095)  -0.199
C (-4.9297, 0.8365, -1.2555)  -0.199
C (-2.4105, -1.7747, -0.4606)  -0.308
C (-1.1610, -1.8851, 0.1414)  0.079
C (-0.4058, -3.1738, 0.0455)  -0.664
C (-0.6378, -0.7726, 0.7864)  -0.393
S (0.7676, -0.9817, 1.8771)  2.156
C (0.3558, -2.4163, 2.9356)  -0.849
O (1.9676, -1.2808, 1.1371)  -0.944
O (0.8439, 0.1262, 2.8026)  -0.968
C (3.4843, 2.1710, 0.5920)  -0.154
C (4.8594, 2.1205, 0.5953)  -0.262
H (8.6920, 0.5884, -0.7186)  0.201
H (7.4970, 0.6272, -2.0382)  0.177
H (7.4063, -0.6425, -0.7839)  0.178
H (5.3165, -0.2424, -1.7974)  0.213
H (2.8668, -0.1178, -1.8014)  0.233
H (1.1643, 1.7348, 1.6931)  0.429
H (-2.4792, 2.7448, 0.9861)  0.227
H (-1.4539, 3.0903, -0.4228)  0.199
H (-0.9798, 3.6905, 1.1881)  0.206
H (-5.0532, -2.4643, -0.5238)  0.212
H (-7.3451, -2.1570, -1.3419)  0.213
H (-8.1058, 0.0611, -2.1024)  0.213
H (-6.5558, 1.9806, -2.0368)  0.213
H (-4.2376, 1.6627, -1.2227)  0.232
H (-2.8244, -2.6127, -0.9976)  0.219
H (0.6560, -3.0053, 0.1976)  0.243
H (-0.5547, -3.5965, -0.9467)  0.236
H (-0.7714, -3.9011, 0.7697)  0.224
H (0.8425, -3.3080, 2.5667)  0.242
H (0.7333, -2.1564, 3.9167)  0.258
H (-0.7201, -2.5285, 2.9688)  0.240
H (2.9810, 2.8648, 1.2480)  0.214
H (5.4392, 2.7473, 1.2547)  0.225